Below is a structure of composition C30H43CeF5P2S at a distorted geometry, with properties calculated with wB97M-V/def2-TZVPD.

Structure (XYZ):
```
82
Properties=species:S:1:pos:R:3:forces:R:3
Ce -0.70892 1.33255 2.48535 -4.2 -2.8 -2.6
C 0.84930 1.04441 4.32641 0.8 1.6 0.3
C 1.64025 1.34971 3.14873 0.1 1.0 1.2
C 0.31521 3.19040 3.63005 1.4 -0.7 0.6
C 0.01028 2.18515 4.60440 1.7 0.2 0.0
C 1.31563 2.68726 2.72821 -0.2 -0.1 1.4
C 0.91509 -0.18393 5.16115 -0.1 -0.6 0.1
H 1.95722 -0.48190 5.31586 -0.2 0.1 0.1
H 0.38281 -1.02055 4.68542 0.3 0.1 0.2
H 0.42740 -0.01522 6.13125 0.3 -0.1 -0.3
C -1.09995 2.30354 5.59311 -0.3 0.2 0.2
H -1.05606 1.53679 6.36493 0.0 0.0 -0.1
H -2.10777 2.23598 5.13053 0.3 -0.1 0.1
H -1.05145 3.28300 6.07847 0.0 -0.1 0.0
C -0.48662 4.40989 3.42385 -0.1 0.3 0.2
H -0.87952 4.74808 4.38267 -0.1 0.1 -0.1
H -1.36113 4.21594 2.77119 0.0 0.2 -0.1
H 0.11191 5.21414 2.99221 -0.2 -0.1 -0.1
C 1.68843 3.38302 1.45776 -0.1 -0.2 -0.4
H 2.46812 4.13791 1.61514 0.0 -0.2 0.0
H 0.82485 3.93462 1.03864 0.3 -0.2 0.1
H 2.03777 2.65631 0.70403 0.0 0.4 0.2
C 2.59361 0.41878 2.47797 0.0 -0.1 0.1
H 3.62417 0.77886 2.55556 -0.1 0.0 0.0
H 2.36798 0.31202 1.41264 0.1 -0.1 0.0
H 2.53952 -0.56700 2.94780 0.1 0.1 -0.1
C -0.18278 -2.75886 -0.18154 -0.2 0.2 0.7
C 0.84443 -2.92862 0.65596 -0.6 0.1 0.3
C 2.29639 -2.65425 0.43357 0.2 -0.1 0.2
C 2.70637 -1.99096 -0.88350 0.5 -0.4 0.6
C 2.37807 -0.53470 -0.98732 0.5 0.5 -1.1
C 1.26777 0.01902 -1.48104 0.3 0.5 1.1
C -0.08188 -0.58724 -1.53217 -0.8 -0.4 -1.0
C -0.15964 -2.13314 -1.54128 -0.4 0.0 -0.3
H 2.83849 -3.60422 0.56454 -0.1 0.2 -0.1
H 2.33836 -2.53642 -1.75034 0.1 0.0 0.2
H 2.63069 -2.01336 1.26568 0.1 -0.2 -0.2
H 0.64273 -2.55876 -2.14463 -0.4 0.2 0.0
H -1.19393 -3.03242 0.15578 0.5 0.1 0.1
H 0.61130 -3.29274 1.66591 0.0 -0.1 -0.4
H -1.10051 -2.40774 -2.03343 0.3 0.0 0.0
H -0.71713 -0.19986 -0.70828 0.2 -0.1 -0.1
H 1.29166 1.06597 -1.79166 0.1 0.0 0.3
H -0.56872 -0.17781 -2.44166 0.1 -0.3 0.4
H 3.80020 -2.05217 -0.94859 -0.2 -0.1 0.0
H 3.26380 0.10169 -0.87335 -0.3 0.0 -0.2
P -0.64929 -0.24617 -4.90722 0.2 -0.5 -0.6
P -0.59054 2.47538 -5.98885 -0.3 0.9 -1.0
C -0.80578 -0.18383 -6.77820 -0.2 -0.1 0.5
C -1.26444 1.20729 -7.18535 -0.1 0.4 0.3
H -1.53339 -0.93937 -7.09391 0.3 -0.1 -0.1
H 0.17654 -0.43012 -7.20723 -0.3 0.1 0.1
H -0.95499 1.45743 -8.20543 -0.1 0.0 0.1
H -2.35788 1.30575 -7.13808 0.2 -0.1 0.0
C -1.31330 3.92873 -6.87361 0.2 -0.1 0.0
H -0.91150 4.84518 -6.41876 -0.3 -0.1 -0.2
H -2.40567 3.87472 -6.75997 0.3 0.3 -0.1
H -1.04112 3.88825 -7.93758 -0.2 0.2 0.2
C 1.11473 2.59765 -6.69045 0.0 0.0 0.3
H 1.09768 2.56657 -7.78583 0.0 0.0 0.2
H 1.73279 1.78010 -6.29991 0.0 0.2 -0.1
H 1.52431 3.56380 -6.36829 0.1 -0.3 -0.1
C -2.21030 -1.15069 -4.52157 0.1 -0.1 0.0
H -2.22441 -1.39096 -3.45053 -0.2 0.0 -0.3
H -2.28929 -2.07175 -5.11675 -0.1 0.2 0.2
H -3.06232 -0.49205 -4.74755 0.2 -0.2 0.1
C 0.61854 -1.56539 -4.86181 0.0 -0.4 0.2
H 1.47462 -1.23587 -5.46686 -0.2 -0.1 0.2
H 0.21837 -2.50474 -5.26520 0.3 0.0 0.1
H 0.95892 -1.71526 -3.82977 0.0 0.0 -0.4
F -2.20345 -5.35708 7.42768 0.1 0.6 -0.4
C -2.12249 -4.31445 6.59061 -0.1 0.0 0.1
C -2.01761 -3.01227 7.08959 -0.1 -0.4 0.3
F -1.94696 -2.81915 8.42387 -0.1 0.0 -1.0
C -2.03058 -1.94138 6.20941 -0.1 0.8 -0.3
F -2.00417 -0.68944 6.76567 0.0 -1.0 -0.6
C -2.10015 -2.09210 4.80170 0.2 -1.1 1.0
S -2.22624 -0.75510 3.69679 0.3 1.0 -0.8
C -2.15641 -3.43413 4.33983 0.1 0.6 -0.3
F -2.18488 -3.66997 3.00301 -0.1 0.1 1.1
C -2.19186 -4.51994 5.21280 -0.2 -0.3 -0.2
F -2.34129 -5.77280 4.73174 0.2 0.9 0.3
```
Forces are in eV/Å.

E_LUMO (spin up / spin down) = -3.85 / -3.82 eV
multiplicity = 2
DFT total energy = -3223.932797 Eh
expectation value of S² = 0.7516
total charge = +1